Model 1:
ORCA calculation (wB97M-V/def2-TZVPD) on 2 unconnected molecules or ions with the total composition CH4IPS2.

The geometry in XYZ format:
```
9
Properties=species:S:1:pos:R:3:lowdin_charge:R:1
C -1.272 0.939 -0.765 -1.206
P 1.270 -1.078 0.653 0.209
S -0.802 2.357 0.039 0.656
S 1.404 -0.851 -1.338 0.061
I -2.099 -0.681 0.211 0.775
H -0.947 0.802 -1.780 -0.062
H 2.629 -1.090 1.000 -0.150
H 1.149 -2.466 0.746 -0.149
H -1.332 2.068 1.234 -0.135
```

Values from the calculation:
* multiplicity: 1
* frontier orbital gap (alpha / beta): 0.310 / 0.203 Eh

***

Model 2:
ORCA calculation (wB97M-V/def2-TZVPD) on a molecular structure, CH4IPS2.

The geometry in XYZ format:
```
9
Properties=species:S:1:pos:R:3:lowdin_charge:R:1
C 1.216 0.043 -0.481 -1.312
P -1.608 0.454 0.412 0.529
S 0.626 -2.341 0.182 0.315
S 0.392 1.116 0.606 0.364
I 3.288 0.241 -0.513 0.799
H 0.784 -0.109 -1.455 -0.040
H -2.018 1.399 -0.525 -0.152
H -2.014 1.256 1.477 -0.146
H -0.667 -2.059 0.297 -0.358
```

Values from the calculation:
* multiplicity: 1
* frontier orbital gap (alpha / beta): 0.281 / 0.281 Eh

***

Ranking the structures above by energy, model 2 is first and the second is 0.573 eV behind.